Entry 1:
{"formula": "C4H14NOSi", "method": "wB97M-V/def2-TZVPD", "gap_ha": 0.303, "charge": 1, "energy_ha": -579.9331, "relative_energy_kcal_mol": 84.4, "e_homo_ha": -0.451, "e_lumo_ha": -0.148, "symbols": ["C", "C", "C", "C", "N", "O", "Si", "H", "H", "H", "H", "H", "H", "H", "H", "H", "H", "H", "H", "H", "H"], "xyz": [[1.92, 1.02, -2.17], [-1.52, 1.77, 1.56], [0.49, -2.33, -0.77], [-0.83, 0.60, 0.99], [-0.41, -0.33, 2.00], [-0.47, -1.35, -1.25], [-1.30, -0.09, -0.63], [1.85, 0.03, -2.71], [1.06, 0.99, -1.43], [2.06, 1.90, -2.61], [-2.54, 1.31, 1.89], [-0.94, 2.09, 2.43], [-1.71, 2.62, 0.91], [1.51, -1.83, -0.77], [0.50, -3.14, -1.36], [0.34, -2.56, 0.31], [0.55, -0.14, 2.32], [-0.99, -0.26, 2.81], [-0.31, -1.33, 1.76], [2.80, 0.95, -1.47], [-2.06, 0.08, -1.83]], "mulliken_charge": [-0.7520, -1.4529, -0.5086, 0.1056, -0.1945, -0.1384, 0.3193, 0.2093, -0.1270, 0.4084, 0.3610, 0.3765, 0.4093, 0.2638, 0.3035, 0.1927, 0.3586, 0.3800, 0.2156, 0.2744, -0.0047]}

Entry 2:
{"formula": "C4H14NS", "method": "wB97M-V/def2-TZVPD", "gap_ha": 0.315, "charge": 1, "energy_ha": -613.4744, "relative_energy_kcal_mol": 16.2, "e_homo_ha": -0.448, "e_lumo_ha": -0.133, "symbols": ["C", "C", "N", "H", "H", "H", "H", "H", "H", "H", "H", "C", "C", "S", "H", "H", "H", "H", "H", "H"], "xyz": [[1.28, 2.33, -0.70], [0.34, 1.62, -1.64], [0.29, 0.14, -1.31], [1.42, 3.35, -1.07], [0.87, 2.39, 0.31], [2.25, 1.85, -0.63], [-0.68, 1.99, -1.52], [0.58, 1.70, -2.70], [1.16, -0.37, -1.43], [-0.42, -0.32, -1.89], [-0.04, 0.08, -0.35], [0.26, -1.68, 1.22], [-1.23, -1.40, 1.15], [-2.24, -2.70, 1.96], [0.59, -2.36, 0.44], [0.55, -2.09, 2.18], [0.81, -0.73, 1.16], [-1.48, -0.46, 1.65], [-1.66, -1.35, 0.14], [-2.63, -1.98, 3.04]], "mulliken_charge": [-1.0906, -0.4125, -0.2203, 0.3503, 0.3548, 0.3370, 0.3318, 0.3952, 0.3915, 0.4102, -0.0290, -1.0222, -0.5143, -0.1673, 0.3074, 0.3848, 0.3678, 0.3489, 0.3091, 0.1674]}

Entry 3:
{"formula": "C4H14O2", "method": "wB97M-V/def2-TZVPD", "gap_ha": 0.421, "smiles": "CC(C)C.O.O", "energy_ha": -311.2637, "relative_energy_kcal_mol": 10.2, "e_homo_ha": -0.401, "e_lumo_ha": 0.020, "symbols": ["C", "C", "C", "C", "H", "H", "H", "H", "H", "H", "H", "H", "H", "H", "H", "H", "O", "H", "H", "O"], "xyz": [[0.17, -0.05, -1.32], [-0.58, 1.22, -1.71], [-1.23, 1.10, -3.08], [-1.65, 1.54, -0.63], [0.73, 0.14, -0.40], [-0.48, -0.91, -1.19], [0.93, -0.30, -2.07], [0.13, 2.05, -1.75], [-1.66, 2.06, -3.38], [-1.94, 0.28, -3.13], [-0.46, 0.99, -3.85], [-1.31, 2.34, 0.03], [-2.58, 1.82, -1.14], [-1.85, 0.68, 0.01], [3.54, -3.37, 5.44], [2.03, -3.01, 5.58], [2.66, -3.55, 5.11], [0.70, -0.45, 2.81], [1.69, -1.60, 2.58], [1.15, -0.96, 2.12]], "mulliken_charge": [-1.4692, 0.8979, -1.5628, -1.2437, 0.3158, 0.3736, 0.3641, 0.2139, 0.4067, 0.3495, 0.3955, 0.2834, 0.3764, 0.2928, 0.3227, 0.3180, -0.6411, 0.3020, 0.3184, -0.6137]}

Entry 4:
{"formula": "C4H14O2", "method": "wB97M-V/def2-TZVPD", "gap_ha": [0.379, 0.094], "multiplicity": 2, "charge": 1, "energy_ha": -310.8279, "relative_energy_kcal_mol": 36.7, "e_homo_ha": [-0.487, -0.487], "e_lumo_ha": [-0.108, -0.393], "symbols": ["C", "C", "C", "C", "H", "H", "H", "H", "H", "H", "H", "H", "H", "H", "H", "H", "O", "H", "H", "O"], "xyz": [[-0.34, 4.52, -1.60], [-0.30, 3.51, -0.49], [0.08, 2.08, -1.08], [-0.47, 0.67, -0.43], [-1.41, 4.90, -1.58], [-0.30, 3.88, -2.53], [0.32, 5.36, -1.50], [-1.28, 3.54, 0.00], [0.33, 3.83, 0.32], [1.13, 1.94, -0.82], [-0.09, 2.09, -2.15], [-0.46, -0.11, -1.23], [-1.43, 0.77, -0.02], [0.11, 0.26, 0.40], [-2.54, -4.63, 3.46], [-3.45, -3.59, 3.75], [-2.58, -3.65, 3.37], [3.78, -5.88, 0.34], [4.09, -4.68, -0.56], [3.51, -5.40, -0.40]], "mulliken_charge": [-0.8146, -0.2259, -0.3363, -1.0221, 0.2970, 0.3073, 0.3098, 0.3662, 0.4308, 0.2739, 0.3783, 0.3266, 0.3447, 0.3643, 0.3277, 0.3168, -0.6444, 0.3169, 0.3106, -0.6275]}

Entry 5:
{"formula": "C4H14O2S", "method": "wB97M-V/def2-TZVPD", "gap_ha": 0.346, "smiles": "CCCSC.O.O", "energy_ha": -709.4365, "relative_energy_kcal_mol": 18.3, "e_homo_ha": -0.321, "e_lumo_ha": 0.025, "symbols": ["C", "C", "C", "S", "C", "H", "H", "H", "H", "H", "H", "H", "H", "H", "H", "H", "H", "O", "H", "H", "O"], "xyz": [[1.32, -2.06, 0.37], [1.03, -0.87, -0.53], [0.47, 0.37, 0.18], [-1.24, 0.15, 0.75], [-1.71, 1.93, 1.04], [1.82, -1.73, 1.27], [1.69, -2.87, -0.26], [0.36, -2.44, 0.74], [1.93, -0.51, -1.06], [0.34, -1.18, -1.32], [1.14, 0.57, 1.03], [0.60, 1.24, -0.46], [-2.51, 2.22, 0.38], [-0.80, 2.48, 0.77], [-1.74, 1.99, 2.12], [-3.25, 0.68, -1.93], [-4.67, 1.24, -1.90], [-3.79, 1.39, -2.27], [5.13, -0.69, -0.84], [4.26, -0.71, 0.30], [5.02, -1.17, -0.02]], "mulliken_charge": [-1.1746, -0.6098, -0.5859, -0.1201, -0.7912, 0.3558, 0.3045, 0.3989, 0.2734, 0.3529, 0.3329, 0.4157, 0.3038, 0.2530, 0.3104, 0.3124, 0.3190, -0.6453, 0.3195, 0.2974, -0.6226]}

Entry 6:
{"formula": "C4H14O3", "method": "wB97M-V/def2-TZVPD", "gap_ha": 0.343, "smiles": "C/C=C/C.O.O.O", "energy_ha": -386.4659, "relative_energy_kcal_mol": 38.2, "e_homo_ha": -0.319, "e_lumo_ha": 0.024, "symbols": ["C", "C", "C", "C", "H", "H", "H", "H", "H", "H", "H", "H", "H", "H", "O", "H", "H", "O", "H", "H", "O"], "xyz": [[-0.29, -2.33, -0.99], [0.25, -0.89, -0.93], [1.32, -0.50, -0.22], [1.97, 0.84, -0.46], [0.59, -2.95, -1.31], [-0.72, -2.81, -0.05], [-1.06, -2.64, -1.68], [-0.08, -0.22, -1.70], [1.78, -1.26, 0.35], [1.44, 1.74, -0.06], [3.10, 0.74, -0.31], [1.90, 1.06, -1.52], [-0.81, -0.16, 3.25], [-0.38, 0.59, 1.96], [-0.92, -0.18, 2.27], [-2.59, 0.48, -1.26], [-1.98, 0.27, 0.13], [-2.06, 0.96, -0.57], [-0.71, 2.77, 1.78], [-0.57, 2.20, 0.24], [-0.18, 2.30, 1.10]], "mulliken_charge": [-1.2697, 0.0363, -0.1504, -1.1640, 0.2987, 0.2641, 0.3510, 0.3269, 0.4633, 0.2782, 0.2823, 0.3732, 0.2771, 0.3595, -0.6209, 0.3012, 0.3326, -0.6492, 0.2853, 0.3217, -0.6974]}

Entry 7:
{"formula": "C4H14O3", "method": "wB97M-V/def2-TZVPD", "gap_ha": 0.343, "smiles": "C/C=C/C.O.O.O", "energy_ha": -386.4551, "relative_energy_kcal_mol": 44.9, "e_homo_ha": -0.323, "e_lumo_ha": 0.020, "symbols": ["C", "C", "C", "C", "H", "H", "H", "H", "H", "H", "H", "H", "H", "H", "O", "H", "H", "O", "H", "H", "O"], "xyz": [[-0.23, -1.82, -1.79], [0.45, -0.72, -1.07], [0.75, 0.59, -1.39], [1.80, 1.33, -0.60], [-0.83, -1.38, -2.63], [-0.89, -2.52, -1.28], [0.62, -2.49, -2.27], [0.60, -1.04, -0.02], [0.53, 0.72, -2.58], [1.61, 1.24, 0.48], [1.94, 2.29, -0.97], [2.71, 0.80, -0.77], [-2.47, 1.10, 1.15], [-1.17, 1.45, 0.46], [-2.02, 0.95, 0.30], [-0.84, -2.20, 1.75], [-1.30, -0.86, 1.26], [-0.72, -1.23, 1.96], [-0.42, 1.55, 3.38], [-0.09, 0.66, 2.17], [-0.04, 1.58, 2.46]], "mulliken_charge": [-1.1893, 0.2453, -0.2601, -1.0317, 0.3131, 0.2984, 0.2388, 0.3771, 0.1834, 0.1862, 0.3509, 0.3501, 0.3344, 0.3478, -0.6758, 0.3289, 0.3094, -0.7149, 0.3092, 0.3400, -0.6415]}

Entry 8:
{"formula": "C4H14O3", "method": "wB97M-V/def2-TZVPD", "gap_ha": 0.345, "smiles": "C=C(C)C.O.O.O", "energy_ha": -386.4575, "relative_energy_kcal_mol": 43.4, "e_homo_ha": -0.330, "e_lumo_ha": 0.015, "symbols": ["C", "C", "C", "C", "H", "H", "H", "H", "H", "H", "H", "H", "H", "H", "O", "H", "H", "O", "H", "H", "O"], "xyz": [[0.73, 1.97, -0.32], [0.91, 1.30, 1.02], [0.73, -0.01, 1.24], [1.50, 2.22, 2.15], [0.85, 1.23, -1.13], [-0.27, 2.47, -0.31], [1.48, 2.72, -0.31], [0.74, -0.40, 2.30], [0.45, -0.68, 0.48], [2.66, 2.09, 2.16], [1.35, 3.28, 1.98], [0.86, 2.08, 3.11], [-0.48, -3.31, -1.51], [-0.43, -4.73, -0.58], [-0.46, -3.76, -0.64], [-1.94, -0.89, 0.06], [-2.53, 0.16, -1.00], [-1.67, -0.29, -0.69], [-1.47, -1.93, -1.93], [-1.51, -1.34, -3.23], [-1.50, -2.17, -2.84]], "mulliken_charge": [-1.2040, 0.9083, -1.0584, -1.1980, 0.2920, 0.1877, 0.5105, 0.1907, 0.4413, 0.2422, 0.3616, 0.3327, 0.3719, 0.2969, -0.6567, 0.3497, 0.2666, -0.6483, 0.4026, 0.2852, -0.6744]}

Entry 9:
{"formula": "C4H15CoF2NO9S2", "method": "wB97M-V/def2-TZVPD", "gap_ha": [0.337, 0.244], "multiplicity": 5, "charge": -1, "energy_ha": -3272.1045, "e_homo_ha": [-0.244, -0.196], "e_lumo_ha": [0.092, 0.048], "symbols": ["Co", "O", "H", "O", "H", "O", "H", "N", "S", "O", "O", "F", "S", "O", "O", "F", "C", "C", "O", "H", "H", "H", "H", "H", "H", "C", "C", "O", "H", "H", "H", "H", "H", "H"], "xyz": [[0.47, -1.47, -0.02], [1.93, -0.76, -1.29], [2.69, -0.16, -1.13], [1.25, -2.73, 1.35], [0.85, -2.58, 2.23], [0.58, -3.11, -1.48], [-0.31, -2.97, -1.86], [-1.50, -1.45, -0.02], [-2.74, -1.36, -0.89], [-3.75, -0.39, -0.44], [-3.12, -2.67, -1.47], [-2.00, -0.68, -2.15], [-2.13, -2.39, 1.22], [-1.47, -3.71, 1.26], [-3.51, -2.28, 1.60], [-1.40, -1.65, 2.44], [1.20, 0.76, 3.43], [1.52, 0.91, 1.95], [0.45, 0.40, 1.18], [0.23, 1.25, 3.41], [1.95, 1.22, 4.07], [1.09, -0.29, 3.73], [2.45, 0.41, 1.65], [1.73, 1.93, 1.63], [-0.20, 1.10, 1.18], [0.22, 3.45, -2.84], [0.35, 2.13, -2.01], [0.70, 1.01, -2.78], [-0.01, 3.42, -3.90], [1.24, 3.84, -2.80], [-0.49, 4.11, -2.34], [-0.56, 1.91, -1.46], [1.14, 2.35, -1.29], [1.16, 0.43, -2.16]], "mulliken_charge": [0.6855, -0.8665, 0.1754, -0.6761, 0.2283, -0.6687, 0.2683, 0.4641, 0.8634, -0.5723, -0.6063, -0.2515, 0.9274, -0.5177, -0.5754, -0.2490, -0.9674, -0.5254, 0.1194, 0.2911, 0.3812, 0.1933, 0.3006, 0.3737, 0.1661, -1.2603, 0.3213, -0.5241, 0.3273, 0.3027, 0.3012, 0.1123, 0.0269, 0.4312]}

Entry 10:
{"formula": "C4H15CoO5", "method": "wB97M-V/def2-TZVPD", "gap_ha": [0.279, 0.274], "multiplicity": 4, "charge": -1, "energy_ha": -1920.3093, "e_homo_ha": [-0.166, -0.161], "e_lumo_ha": [0.113, 0.113], "symbols": ["Co", "O", "H", "O", "H", "O", "H", "C", "C", "O", "H", "H", "H", "H", "H", "H", "C", "C", "O", "H", "H", "H", "H", "H", "H"], "xyz": [[17.08, -7.24, 1.72], [16.92, -8.74, 0.34], [16.18, -9.08, -0.15], [18.99, -7.48, 1.73], [19.55, -7.32, 0.97], [16.72, -8.49, 3.21], [16.19, -8.86, 3.91], [18.58, -7.47, 6.66], [19.46, -8.26, 5.68], [18.74, -9.19, 4.93], [19.24, -6.97, 7.37], [17.95, -8.18, 7.20], [18.01, -6.72, 6.10], [20.22, -8.79, 6.27], [20.12, -7.58, 5.13], [18.01, -8.71, 4.44], [16.41, -11.39, 6.93], [16.23, -11.35, 5.40], [17.35, -11.85, 4.70], [17.08, -10.59, 7.25], [16.85, -12.32, 7.31], [15.48, -11.19, 7.46], [16.03, -10.33, 5.09], [15.31, -11.90, 5.19], [17.34, -12.80, 4.78]], "mulliken_charge": [0.5254, -0.6617, 0.1531, -0.6688, 0.1797, -0.8007, 0.2265, -0.9171, -0.3496, -0.3548, 0.3840, 0.1219, 0.2748, 0.3348, 0.3161, 0.2331, -0.8368, -0.0026, -0.4381, 0.0961, 0.3081, 0.3073, -0.0928, 0.3772, 0.2849]}

> What is the formula in the fifth record?

C4H14O2S